Entry 1:
14
Properties=species:S:1:pos:R:3:forces:R:3 method="wB97M-V/def2-TZVPD" homo_energy_ev=-10.1 de_lowest_kj_mol=64.2 multiplicity=1 orbital_gap_ev=10.6359 smiles=c1ccncc1.O
C 0.0649 1.0716 0.0250 0.3 0.5 -0.9
C -1.3315 1.2334 -0.0489 1.3 -1.9 0.5
C -2.1051 0.0763 -0.0023 -1.9 -0.6 -1.1
C -1.4717 -1.1717 -0.0865 -0.7 0.7 0.7
C -0.1002 -1.1596 0.0131 0.6 -2.3 -0.1
H 4.1355 0.1734 0.5716 -1.8 -0.5 -1.8
H 2.5311 -0.0178 0.1751 1.9 -0.2 -0.7
H 0.6924 1.9716 -0.1610 -0.3 -0.8 0.6
H -1.7718 2.1834 -0.1583 -0.3 1.0 0.0
H -3.2475 0.1282 -0.0910 1.8 0.0 0.3
H -1.9585 -2.1631 -0.1330 0.0 1.0 0.0
H 0.3629 -2.1506 -0.0041 0.3 0.3 0.1
N 0.7088 -0.1293 0.0884 -1.2 2.2 0.0
O 3.4908 -0.0457 -0.1881 0.1 0.6 2.3


Entry 2:
87
Properties=species:S:1:pos:R:3:forces:R:3 method="wB97M-V/def2-TZVPD" homo_energy_ev="-10.7 / -10.5" de_lowest_kj_mol=63.3 multiplicity=2 orbital_gap_ev="7.3833 / 6.7157" s_squared=0.77 total_charge=+1
Ru 0.7009 0.3829 -0.7258 0.5 -0.5 -1.2
C -1.8616 -3.2705 -1.9855 0.0 0.0 0.0
C -1.0167 -2.3579 -1.1398 0.2 -0.3 0.0
N -0.4812 -1.2789 -1.5971 -0.3 0.3 0.1
N -0.8523 -1.0465 -2.9395 0.0 0.0 0.2
C -0.8290 0.1739 -3.2878 -0.1 0.2 -0.2
S -0.2939 1.5507 -2.3355 0.2 -0.2 0.4
S -1.4809 0.6149 -4.8757 0.0 0.0 0.0
C -3.2173 0.1714 -4.5013 0.0 0.0 0.0
C -3.7219 0.9137 -3.2973 0.0 0.0 0.0
C -4.1063 2.2485 -3.3957 0.0 0.0 0.0
C -4.5102 2.9495 -2.2719 0.0 0.0 0.0
C -4.5313 2.3253 -1.0297 0.0 0.0 0.0
C -4.1542 0.9958 -0.9228 0.0 0.0 0.0
C -3.7538 0.2946 -2.0527 0.0 0.0 0.0
C -0.7807 -2.7982 0.2544 0.0 0.0 0.0
C -0.5220 -4.1439 0.5165 0.0 0.0 0.0
C -0.3164 -4.5869 1.8111 0.0 0.0 0.0
C -0.4154 -3.6895 2.8681 0.0 0.0 0.0
C -0.7037 -2.3559 2.6319 0.0 0.0 0.0
C -0.8705 -1.9139 1.3274 -0.1 0.1 -0.1
O -1.1524 -0.6093 1.0334 -0.2 0.0 0.4
H -2.4856 -2.7114 -2.6751 0.0 0.0 0.0
H -2.4758 -3.9064 -1.3541 0.0 0.0 0.0
H -1.2130 -3.9022 -2.5981 0.0 0.0 0.0
H -3.2793 -0.9066 -4.3693 0.0 0.0 0.0
H -3.7580 0.4430 -5.4080 0.0 0.0 0.0
H -4.0786 2.7423 -4.3601 0.0 0.0 0.0
H -4.8127 3.9844 -2.3637 0.0 0.0 0.0
H -4.8512 2.8729 -0.1526 0.0 0.0 0.0
H -4.1781 0.4977 0.0389 0.0 0.0 0.0
H -3.4659 -0.7476 -1.9656 0.0 0.0 0.0
H -0.4685 -4.8457 -0.3062 0.0 0.0 0.0
H -0.0979 -5.6289 1.9978 0.0 0.0 0.0
H -0.2735 -4.0323 3.8844 0.0 0.0 0.0
H -0.7906 -1.6499 3.4481 0.0 0.0 0.0
C -0.7126 3.3495 0.7996 0.0 0.0 0.0
N 0.3951 2.4411 1.1797 -0.1 0.3 0.1
P -0.1913 0.7469 1.4341 0.4 0.7 -0.2
C -1.2780 1.2792 2.8032 -0.2 -0.4 0.1
C -2.5120 0.6727 3.0326 0.0 0.0 0.0
C -3.2799 1.0259 4.1344 0.0 0.0 0.0
C -2.8151 1.9708 5.0327 0.0 0.0 0.0
C -1.5841 2.5782 4.8193 0.0 0.0 0.0
C -0.8271 2.2478 3.7094 0.0 0.0 0.0
C 1.3074 -0.0483 2.0608 -0.1 0.0 0.1
C 1.9533 0.2989 3.2394 0.0 0.0 0.0
C 3.1758 -0.2748 3.5534 0.0 0.0 0.0
C 3.7752 -1.1765 2.6837 0.0 0.0 0.0
C 3.1483 -1.5172 1.4946 0.0 0.0 0.0
C 1.9139 -0.9638 1.1966 0.1 0.1 -0.1
P 1.6828 2.2919 0.0320 -0.4 -0.2 0.4
C 1.8529 3.8561 -0.8552 0.0 -0.1 -0.2
C 2.1126 3.8195 -2.2215 0.0 0.1 0.0
C 2.3596 4.9975 -2.9162 0.0 0.0 0.0
C 2.3465 6.2096 -2.2490 0.0 0.0 0.0
C 2.1000 6.2510 -0.8804 0.0 0.0 0.0
C 1.8638 5.0810 -0.1837 0.1 0.0 0.0
C 3.2258 2.2695 0.9765 0.0 0.1 0.0
C 3.4063 3.0663 2.1064 0.0 0.0 0.0
C 4.6435 3.1248 2.7230 0.0 0.0 0.0
C 5.7112 2.3958 2.2097 0.0 0.0 0.0
C 5.5360 1.6026 1.0881 0.0 0.0 0.0
C 4.2918 1.5348 0.4729 0.0 0.0 0.0
H -1.3174 3.5748 1.6743 0.0 0.0 0.0
H -1.3574 2.9155 0.0234 0.0 0.0 0.0
H -0.3192 4.2821 0.4093 0.0 0.0 0.0
H -2.8816 -0.0719 2.3433 0.0 0.0 0.0
H -4.2414 0.5545 4.2883 0.0 0.0 0.0
H -3.4099 2.2396 5.8956 0.0 0.0 0.0
H -1.2168 3.3207 5.5154 0.0 0.0 0.0
H 0.1124 2.7528 3.5344 0.0 0.0 0.0
H 1.5060 1.0163 3.9127 0.0 0.0 0.0
H 3.6690 -0.0113 4.4796 0.0 0.0 0.0
H 4.7306 -1.6163 2.9370 0.0 0.0 0.0
H 3.6016 -2.2266 0.8151 0.0 0.0 0.0
H 1.3995 -1.3593 0.3060 0.0 0.0 0.1
H 2.1188 2.8743 -2.7468 0.0 0.0 0.0
H 2.5576 4.9620 -3.9790 0.0 0.0 0.0
H 2.5330 7.1276 -2.7903 0.0 0.0 0.0
H 2.0984 7.1982 -0.3577 0.0 0.0 0.0
H 1.6882 5.1242 0.8844 0.0 0.0 0.0
H 2.5727 3.6284 2.5109 0.0 0.0 0.0
H 4.7809 3.7421 3.6012 0.0 0.0 0.0
H 6.6808 2.4502 2.6872 0.0 0.0 0.0
H 6.3664 1.0350 0.6887 0.0 0.0 0.0
H 4.1538 0.9129 -0.4048 0.0 0.0 0.0


Entry 3:
55
Properties=species:S:1:pos:R:3:forces:R:3 method="wB97M-V/def2-TZVPD" homo_energy_ev=-10.5 multiplicity=1 orbital_gap_ev=4.5637 total_charge=+1
C -1.8235 -2.2779 1.4172 -0.3 0.2 0.1
Si -1.3671 -3.7080 0.3222 0.9 0.5 -0.2
C -1.0701 -5.1213 1.4971 0.0 -0.3 -0.2
C -2.5308 -3.9776 -1.1006 -0.2 -0.1 -0.1
O 0.0296 -3.0852 -0.4091 -0.5 0.0 -0.5
C 1.3066 -3.0460 0.0588 0.3 0.9 1.0
C 1.8241 -1.9908 0.7582 -0.7 -1.5 -0.9
C 3.0957 -2.1321 1.5395 1.0 0.2 0.3
C 4.4891 -2.0933 0.8515 -0.1 -0.1 0.4
C 4.8279 -3.2897 -0.0394 0.2 0.4 -0.7
C 4.1374 -3.1699 -1.4178 0.4 0.2 0.1
C 2.8946 -4.0215 -1.5910 0.0 -0.5 -0.4
C 2.1018 -4.2654 -0.3087 -0.4 0.3 0.3
H -2.9093 -2.1510 1.5482 0.3 0.0 0.1
H -1.3553 -2.4185 2.4025 -0.2 0.1 -0.2
H -1.3910 -1.3689 0.9748 -0.2 -0.7 0.1
H -2.0372 -5.3669 1.9620 0.2 0.0 -0.1
H -0.6714 -6.0319 1.0387 -0.1 0.1 0.1
H -0.3873 -4.8138 2.3014 -0.1 0.0 -0.2
H -3.5492 -4.2429 -0.7744 0.3 0.1 -0.1
H -2.6017 -3.0570 -1.7049 0.1 -0.3 0.2
H -2.1703 -4.7785 -1.7620 -0.1 0.2 0.2
H 1.2692 -1.0581 0.8794 -0.1 -0.3 -0.1
H 3.1029 -1.3178 2.2796 0.0 -0.3 -0.1
H 3.0902 -3.0750 2.1128 -0.2 0.3 0.0
H 4.6024 -1.1511 0.2937 0.1 -0.3 0.1
H 5.2297 -2.0939 1.6605 -0.1 0.2 0.0
H 5.9093 -3.3137 -0.2257 -0.2 0.1 0.3
H 4.5885 -4.2271 0.4760 0.1 0.1 -0.1
H 3.8651 -2.1140 -1.5628 0.1 -0.2 0.0
H 4.8528 -3.4068 -2.2231 -0.3 0.0 0.3
H 2.2667 -3.5399 -2.3539 -0.1 -0.3 0.2
H 3.1710 -5.0025 -1.9924 0.0 0.1 0.0
H 2.7454 -4.4934 0.5479 0.0 -0.3 -0.4
H 1.4285 -5.1121 -0.4843 0.0 0.2 0.2
C -1.8398 0.7930 -0.0760 -0.5 -0.2 -0.4
C -1.1826 1.2814 1.1670 -0.7 1.3 0.1
C -1.4067 0.6171 2.4733 -0.4 -0.6 0.4
C -0.6244 2.5806 1.1447 0.8 0.6 0.0
C -0.2249 3.2411 2.3536 -0.5 0.2 -0.2
C -0.1788 4.6312 2.4016 0.2 -0.3 0.2
C -0.4170 5.4037 1.2494 -0.1 -0.5 0.0
C -0.6285 4.7607 0.0182 0.3 -0.3 -0.3
C -0.6455 3.3729 -0.0504 -0.5 0.2 0.2
H -2.3654 1.6026 -0.6028 0.3 -0.2 0.3
H -1.0973 0.4060 -0.7883 0.0 -0.1 0.1
H -2.5829 0.0099 0.0936 0.3 0.1 0.2
H -1.8820 1.2736 3.2158 0.3 0.2 -0.3
H -2.0610 -0.2516 2.3962 0.2 0.3 -0.1
H -0.4644 0.2643 2.9137 0.0 0.1 -0.1
H -0.0260 2.6332 3.2452 -0.2 0.5 -0.3
H 0.0360 5.1161 3.3557 0.0 -0.1 -0.4
H -0.4153 6.4981 1.3027 0.0 -0.5 0.0
H -0.7718 5.3411 -0.8986 0.2 -0.2 0.4
H -0.7555 2.8684 -1.0146 -0.1 0.4 0.4


Entry 4:
10
Properties=species:S:1:pos:R:3:forces:R:3 method="wB97M-V/def2-TZVPD" homo_energy_ev="-9.0 / -9.0" de_lowest_kj_mol=468.1 multiplicity=1 orbital_gap_ev="6.7946 / 6.7959"
N -2.8720 0.5691 -0.9199 0.9 -0.6 0.4
C -1.8624 0.1153 -0.5516 -0.4 0.7 -0.5
C -0.5628 -0.3073 -0.2228 1.1 1.5 -0.2
C -0.1539 -1.1162 0.8274 -0.1 0.1 -0.4
O 0.9239 -1.1943 1.4203 -0.1 0.5 -0.8
C 1.7958 0.7213 -0.0991 -1.1 -0.4 0.1
C 0.7189 1.0173 -0.6616 -0.8 -1.6 0.8
H -1.0104 -1.8118 1.0019 0.4 0.0 0.3
H 2.7061 0.3927 0.3644 -0.1 0.2 -0.1
H 0.2283 1.7510 -1.2959 0.3 -0.3 0.2